[1]
A molecular structure, C27H24BrCl5MoN4O7. Source: the OMol25 dataset; level of theory: wB97M-V/def2-TZVPD.

```
69
Properties=species:S:1:pos:R:3
Mo 0.070 -0.066 -0.790
O -1.556 0.253 -4.523
C -1.494 -0.154 -3.394
O -0.350 -0.303 -2.737
C -2.724 -0.560 -2.612
C -2.400 -1.706 -1.655
C -3.658 -2.351 -1.104
C -4.203 -1.238 -0.175
C -3.127 -0.163 -0.294
O -1.913 -0.976 -0.470
C -3.217 0.564 -1.634
C -2.358 1.821 -1.566
O -2.858 2.910 -1.752
O -1.116 1.645 -1.203
H -3.501 -0.831 -3.323
H -1.635 -2.391 -2.003
H -3.398 -3.245 -0.539
H -4.347 -2.630 -1.900
H -4.297 -1.584 0.852
H -5.166 -0.847 -0.499
H -3.007 0.480 0.571
H -4.229 0.886 -1.860
Br 5.131 0.401 -0.354
C 4.216 -1.042 0.482
C 4.889 -2.242 0.662
C 4.216 -3.251 1.334
C 2.927 -3.019 1.787
C 2.345 -1.798 1.494
N 2.975 -0.818 0.843
C 0.931 -1.524 1.928
O 0.548 -1.816 3.044
O 0.184 -0.975 1.030
H 5.895 -2.371 0.291
H 4.699 -4.204 1.506
H 2.370 -3.758 2.346
C -1.761 2.947 3.589
C -2.178 1.661 2.910
N -1.151 1.250 1.967
C -0.265 2.085 1.375
N 0.659 1.566 0.571
C 1.682 2.451 0.001
C 1.816 3.771 0.729
C 0.431 4.352 0.875
N -0.367 3.406 1.643
C -1.420 3.940 2.499
H -0.881 2.768 4.210
H -2.562 3.334 4.219
H -3.132 1.820 2.395
H -2.315 0.850 3.624
H -0.884 0.274 1.937
H 1.424 2.671 -1.042
H 2.630 1.917 0.021
H 2.464 4.437 0.160
H 2.255 3.622 1.719
H -0.024 4.527 -0.105
H 0.442 5.295 1.421
H -2.311 4.165 1.901
H -1.059 4.878 2.919
Cl 2.369 0.417 -2.132
C 2.285 -1.334 -2.107
C 1.249 -1.798 -1.330
C 1.138 -3.173 -1.225
Cl -0.098 -3.873 -0.218
C 2.027 -4.028 -1.887
Cl 1.878 -5.735 -1.724
C 3.049 -3.499 -2.677
Cl 4.147 -4.537 -3.495
C 3.189 -2.117 -2.792
Cl 4.432 -1.402 -3.735
```

The relative energy (zero: lowest compared OMol25 entry of this formula, charge and spin) comes out at 0.863 eV. Its spin multiplicity is 3. Its calculated total energy is -6732.282688 a.u. As for the expectation value of S²: 2.012.

These are the Löwdin partial charges, in e, on atoms 1 to 6: number 1, Mo, carries 1.813; number 2, O, carries 0.131; number 3, C, carries -0.544; number 4, O, carries -0.252; number 5, C, carries -0.087; number 6, C, carries -0.243



[2]
A molecular structure, C27H24BrF6IN7O9S4Yb. Source: the OMol25 dataset; level of theory: wB97M-V/def2-TZVPD.

```
80
Properties=species:S:1:pos:R:3
Yb 1.034 -0.102 1.037
F -0.096 0.534 4.094
C 0.906 1.032 4.824
F 1.048 0.286 5.910
F 0.571 2.271 5.180
S 2.525 1.109 3.865
O 2.072 1.208 2.466
O 3.174 2.238 4.422
N 3.222 -0.268 4.155
S 2.811 -1.336 3.059
O 3.537 -1.235 1.836
O 1.354 -1.373 2.909
C 3.251 -2.953 3.826
F 4.549 -3.040 4.024
F 2.854 -3.888 2.974
F 2.605 -3.097 4.976
O 5.134 -2.950 -2.587
C 4.233 -2.330 -2.101
C 2.906 -2.893 -1.587
O 2.382 -3.942 -1.890
C 2.387 -1.848 -0.704
C 3.098 -0.673 -0.848
O 2.734 0.396 -0.170
C 4.228 -0.831 -1.767
O 4.986 0.003 -2.195
O 1.372 -1.923 0.117
C 0.509 3.897 1.932
C -0.704 3.048 1.761
N -0.748 1.751 1.624
C -2.051 1.284 1.627
C -2.999 2.252 1.678
S -2.263 3.785 1.798
C -2.283 -0.154 1.749
C -3.459 -0.742 2.080
S -3.233 -2.419 2.299
C -1.555 -2.250 1.939
N -1.213 -1.022 1.655
C -0.657 -3.438 1.994
H 1.417 3.320 1.797
H 0.517 4.319 2.939
H 0.499 4.722 1.224
H -4.072 2.151 1.674
H -4.422 -0.285 2.234
H -0.338 -3.605 3.024
H 0.226 -3.276 1.380
H -1.179 -4.330 1.648
Br -1.843 2.524 -3.095
C -0.940 4.051 -2.454
C -1.474 5.292 -2.774
C -0.827 6.446 -2.365
C 0.364 6.355 -1.660
C 0.883 5.111 -1.339
C 0.227 3.943 -1.710
I 1.209 2.103 -1.128
H -2.387 5.341 -3.350
H -1.247 7.413 -2.610
H 0.896 7.251 -1.368
H 1.827 5.037 -0.814
C -1.161 -2.796 -1.315
N -1.800 -3.469 -2.439
C -3.130 -2.894 -2.632
N -3.074 -1.450 -2.874
C -2.407 -0.818 -1.737
N -1.044 -1.331 -1.507
C -0.281 -1.120 -2.760
N -0.900 -1.772 -3.911
C -0.997 -3.207 -3.638
C -2.251 -1.238 -4.071
H -0.168 -3.215 -1.163
H -1.773 -2.970 -0.427
H -3.731 -3.083 -1.739
H -3.607 -3.376 -3.488
H -3.003 -1.004 -0.838
H -2.355 0.256 -1.910
H 0.725 -1.519 -2.631
H -0.219 -0.050 -2.958
H 0.004 -3.614 -3.486
H -1.461 -3.700 -4.495
H -2.729 -1.732 -4.919
H -2.190 -0.168 -4.277
```

The relative energy (zero: lowest compared OMol25 entry of this formula, charge and spin) comes out at 1.572 eV. Its spin multiplicity is 2. Its calculated total energy is -8326.192144 a.u. As for the expectation value of S²: 0.751.

These are the Löwdin partial charges, in e, on atoms 1 to 6: number 1, Yb, carries 1.509; number 2, F, carries 0.121; number 3, C, carries -0.648; number 4, F, carries 0.160; number 5, F, carries 0.146; number 6, S, carries 0.658



[3]
A molecular structure, C27H24CoF2NOTe. Source: the OMol25 dataset; level of theory: wB97M-V/def2-TZVPD.

```
57
Properties=species:S:1:pos:R:3
Co -1.181 0.145 0.964
F -0.925 4.292 -2.369
C -1.614 3.669 -1.404
C -1.036 2.585 -0.766
C -1.733 1.867 0.195
C -3.032 2.302 0.559
C -3.565 3.418 -0.093
F -4.797 3.875 0.191
C -2.883 4.102 -1.082
C -3.728 1.521 1.586
C -4.980 1.843 2.115
C -5.533 1.043 3.100
C -4.830 -0.069 3.537
C -3.606 -0.341 2.951
N -3.065 0.424 2.010
H -0.031 2.319 -1.061
H -3.344 4.935 -1.584
H -5.531 2.700 1.767
H -6.500 1.289 3.513
H -5.224 -0.713 4.307
H -3.038 -1.213 3.244
C 1.130 -3.277 2.032
C 1.511 -2.018 2.823
C 0.150 -1.410 3.134
O -0.603 -1.649 1.948
C -0.292 -2.978 1.526
H 1.137 -4.160 2.668
H 1.822 -3.449 1.212
H 2.080 -1.330 2.190
H 2.089 -2.239 3.714
H 0.174 -0.331 3.315
H -0.324 -1.918 3.982
H -0.368 -3.014 0.438
H -1.026 -3.669 1.954
Te 1.139 -0.174 -0.375
C 1.025 0.218 -2.480
C 1.431 1.428 -3.021
C 1.259 1.665 -4.375
C 0.670 0.703 -5.180
C 0.312 -0.523 -4.646
C 0.504 -0.773 -3.299
C 3.225 -0.814 -0.506
C 4.233 0.113 -0.301
C 5.554 -0.268 -0.476
C 5.861 -1.569 -0.838
C 4.847 -2.493 -1.027
C 3.524 -2.118 -0.862
H 1.875 2.191 -2.397
H 1.586 2.601 -4.801
H 0.486 0.910 -6.222
H -0.114 -1.289 -5.275
H 0.240 -1.736 -2.885
H 3.994 1.128 -0.014
H 6.342 0.456 -0.332
H 6.892 -1.863 -0.971
H 5.081 -3.508 -1.306
H 2.733 -2.839 -1.025
```

The relative energy (zero: lowest compared OMol25 entry of this formula, charge and spin) comes out at 1.125 eV. Its spin multiplicity is 2. Its calculated total energy is -3023.490771 a.u. The total charge is +1. As for the expectation value of S²: 0.890.

These are the Löwdin partial charges, in e, on atoms 1 to 6: number 1, Co, carries 0.479; number 2, F, carries 0.089; number 3, C, carries -0.257; number 4, C, carries -0.057; number 5, C, carries -0.115; number 6, C, carries -0.117



[4]
A molecular structure, C27H24CrN3O6S. Source: the OMol25 dataset; level of theory: wB97M-V/def2-TZVPD.

```
62
Properties=species:S:1:pos:R:3
Cr 0.380 0.309 0.224
C -0.752 -0.371 4.338
O 0.004 -1.587 4.446
C 1.260 -1.579 3.905
C 2.295 -2.084 4.660
C 3.598 -2.131 4.158
C 3.844 -1.643 2.896
C 2.810 -1.132 2.097
C 3.163 -0.642 0.781
N 2.347 -0.106 -0.045
N 2.867 0.330 -1.258
C 1.922 0.924 -1.938
O 0.700 1.063 -1.546
C 2.270 1.480 -3.274
C 3.584 1.492 -3.734
C 3.879 2.016 -4.982
C 2.865 2.530 -5.781
C 1.555 2.520 -5.324
C 1.257 1.999 -4.073
C 1.476 -1.125 2.575
O 0.442 -0.784 1.866
H -1.387 -0.337 5.223
H -1.360 -0.362 3.437
H -0.097 0.502 4.325
H 2.067 -2.432 5.661
H 4.402 -2.526 4.765
H 4.852 -1.645 2.496
H 4.206 -0.713 0.474
H 4.360 1.088 -3.098
H 4.904 2.027 -5.333
H 3.097 2.941 -6.756
H 0.762 2.923 -5.941
H 0.244 1.991 -3.694
O -0.161 3.061 2.946
C -0.264 2.321 1.976
O 0.764 1.808 1.339
C -1.576 1.962 1.380
C -2.748 2.573 1.780
C -3.922 2.333 1.094
C -3.876 1.541 -0.099
C -4.994 1.353 -0.919
C -4.924 0.629 -2.101
C -3.701 0.100 -2.493
C -2.572 0.261 -1.699
C -2.632 0.948 -0.475
N -1.531 1.063 0.335
H -2.695 3.243 2.628
H -4.856 2.796 1.386
H -5.933 1.803 -0.612
H -5.803 0.504 -2.721
H -3.615 -0.430 -3.436
H -1.616 -0.113 -2.036
C -2.144 -3.297 -0.871
S -1.237 -2.291 0.300
C -0.275 -3.600 1.049
O -0.257 -1.553 -0.597
H -2.815 -3.959 -0.323
H -1.446 -3.861 -1.488
H -2.720 -2.604 -1.482
H -0.953 -4.327 1.497
H 0.347 -3.147 1.818
H 0.340 -4.055 0.273
```

Its spin multiplicity is 5. Its calculated total energy is -3101.826371 a.u. The total charge is -1. As for the expectation value of S²: 6.047.

These are the Löwdin partial charges, in e, on atoms 1 to 6: number 1, Cr, carries 0.903; number 2, C, carries -0.045; number 3, O, carries -0.093; number 4, C, carries -0.237; number 5, C, carries -0.013; number 6, C, carries -0.110



| no. | M (g mol⁻¹) | F_max (eV/Å) |
| --- | --- | --- |
| 1 | 869.619 | 0.96 |
| 2 | 1212.633 | 2.32 |
| 3 | 603.024 | 1.78 |
| 4 | 570.567 | 0.47 |